(1)
An isolated molecule of C6H8OS. Source: the Open Molecules 2025 dataset; level of theory: ωB97M-V with the def2-TZVPD basis set.

```
16
Properties=species:S:1:pos:R:3:forces:R:3
S -0.669 1.467 -2.263 -0.1 -0.1 -0.2
C -0.252 1.233 -0.740 0.3 1.0 1.5
C 0.576 0.089 -0.174 0.2 0.5 -2.7
O 1.181 0.424 1.030 0.3 -0.5 0.5
C 0.517 -0.245 2.123 -0.4 1.1 0.1
C -0.501 -1.161 1.514 0.4 -0.7 -0.6
C 0.157 -2.251 0.744 -1.2 -2.5 -1.1
C -0.334 -1.073 -0.002 -0.8 0.1 0.6
H -0.486 1.984 0.070 0.0 -0.6 -0.8
H 1.344 -0.117 -0.957 -0.1 0.1 0.6
H 1.275 -0.729 2.760 -0.3 0.1 -0.3
H -0.007 0.532 2.688 0.2 -0.1 0.3
H -1.444 -1.266 1.974 -0.8 -0.2 0.4
H 1.202 -2.396 0.941 0.4 -0.1 -0.2
H -0.424 -3.192 0.391 1.1 1.6 1.2
H -1.186 -1.239 -0.696 0.8 0.4 0.7
```
Positions in Å, forces in eV/Å.

SMILES string: S=C[C@H]1OC[C@@H]2C[C@@H]21
E_HOMO: -8.7 eV
Charge: 0



(2)
A cluster of 2 separate species, C6H8OS in total. Source: the Open Molecules 2025 dataset; level of theory: ωB97M-V with the def2-TZVPD basis set.

```
16
Properties=species:S:1:pos:R:3:forces:R:3
C 2.022 0.117 -0.297 -0.8 0.6 3.0
C 0.547 -0.024 -0.626 -0.2 -0.1 -1.2
C -0.320 -0.725 0.370 0.5 -12.7 0.6
C -2.668 -0.006 -0.361 -3.7 0.6 0.8
C -1.828 0.971 -0.107 -0.9 4.3 1.7
C -0.443 0.586 0.345 0.1 9.1 1.6
H 3.331 -1.357 0.961 -3.3 0.9 -5.1
H 2.488 0.778 -1.068 0.1 -0.7 0.7
H 2.051 0.629 0.814 0.2 -0.9 -2.9
H 0.304 -0.073 -1.706 -0.1 0.1 0.9
H 0.070 -1.760 1.002 -0.4 4.0 -1.1
H -3.848 0.278 -0.289 3.0 -1.2 -0.8
H -2.314 2.073 0.177 1.7 -2.9 -1.2
H 0.083 1.330 1.119 -1.5 -1.7 -1.5
O 2.553 -1.213 -0.198 3.6 -0.3 4.5
S -2.031 -1.602 -0.136 1.5 1.0 -0.2
```
Positions in Å, forces in eV/Å.

E_HOMO: -8.0 eV
Charge: 0



(3)
An isolated molecule of C6H8OS. Source: the Open Molecules 2025 dataset; level of theory: ωB97M-V with the def2-TZVPD basis set.

```
16
Properties=species:S:1:pos:R:3:forces:R:3
C -0.058 1.190 -2.406 1.5 0.4 0.3
C -0.041 1.030 -1.085 -1.8 -0.8 0.2
C 1.131 1.277 -0.178 0.5 0.5 -1.0
C 2.117 0.156 -0.015 0.5 -1.7 -0.1
O 1.994 -0.999 -0.389 0.0 1.6 0.3
C -1.314 0.453 -0.377 1.0 -0.9 -0.2
C -0.937 -0.772 0.448 -0.1 0.0 -0.9
S -1.414 -1.146 1.931 0.1 0.2 0.1
H -0.936 0.960 -2.993 0.1 0.0 -0.1
H 0.869 1.548 -2.918 -1.0 -0.3 0.3
H 1.707 2.158 -0.518 -0.1 -0.3 0.1
H 0.833 1.513 0.831 -0.4 0.2 0.5
H 3.044 0.444 0.543 -0.4 0.0 -0.2
H -1.861 1.165 0.215 0.0 0.5 0.4
H -2.029 0.022 -1.098 0.3 0.4 -0.2
H -0.342 -1.478 -0.161 -0.2 0.2 0.5
```
Positions in Å, forces in eV/Å.

SMILES string: C=C(CC=O)CC=S
E_HOMO: -8.6 eV
Charge: 0



(4)
An isolated molecule of C6H8OS. Source: the Open Molecules 2025 dataset; level of theory: ωB97M-V with the def2-TZVPD basis set.

```
16
Properties=species:S:1:pos:R:3:forces:R:3
C 2.293 0.846 0.028 -0.7 -1.6 -2.4
O 2.071 -0.654 -0.242 -0.9 1.0 0.9
C 0.848 -1.285 -0.052 -0.4 0.0 1.4
C -0.370 -0.727 -0.005 1.0 5.0 0.7
C -0.587 0.838 0.039 -0.4 -4.4 -0.9
C -1.827 1.186 -0.081 -3.0 1.6 0.3
S -3.097 -0.078 -0.091 1.4 0.7 -0.6
C -1.750 -1.304 0.003 1.3 -1.8 -1.5
H 3.399 0.803 -0.298 -2.0 1.1 0.4
H 1.436 1.484 -0.589 3.7 -1.6 1.2
H 2.191 1.073 1.092 0.0 -0.2 -0.1
H 0.896 -2.316 0.376 0.6 0.5 -1.2
H 0.008 1.644 -0.126 2.0 1.5 0.2
H -2.031 2.284 -0.101 -0.5 -1.2 -0.1
H -1.968 -1.789 0.919 0.0 -1.1 0.7
H -1.511 -2.005 -0.872 -2.1 0.5 1.1
```
Positions in Å, forces in eV/Å.

SMILES string: CO/C=C1\C=CSC1
E_HOMO: -7.7 eV
Charge: 0



(5)
An isolated molecule of C6H8OS2. Source: the Open Molecules 2025 dataset; level of theory: ωB97M-V with the def2-TZVPD basis set.

```
17
Properties=species:S:1:pos:R:3:forces:R:3
C -0.973 1.124 2.581 1.2 -3.3 2.7
C -0.264 0.070 1.714 -2.6 3.0 1.0
C -0.552 0.005 0.441 1.4 -1.0 -0.3
C 0.225 -0.972 -0.348 -2.6 0.6 -4.5
C -0.462 -1.240 -1.768 -0.8 -0.9 0.5
O -1.470 -1.522 -2.366 1.3 0.3 0.9
C 0.791 -0.550 -1.770 2.3 0.1 -0.4
S 2.497 -1.404 -2.148 -1.9 1.0 -0.1
S 0.809 1.130 -2.386 -0.5 0.7 0.9
H -1.400 0.618 3.551 1.0 1.0 -1.6
H -0.323 1.929 2.867 0.3 0.4 0.2
H -1.806 1.473 2.104 -2.0 1.1 -1.5
H 0.360 -0.628 2.139 1.6 -1.2 1.0
H -1.282 0.652 -0.044 0.2 -0.2 0.0
H 0.803 -1.827 -0.142 0.4 -0.7 1.7
H 2.615 -0.592 -3.222 0.3 -0.4 0.1
H 0.431 1.733 -1.203 0.4 -0.4 -0.8
```
Positions in Å, forces in eV/Å.

SMILES string: C/C=C/[C@H]1C(=O)C1(S)S
E_HOMO: -8.7 eV
Charge: 0



(6)
An isolated molecule of C6H8S2. Source: the Open Molecules 2025 dataset; level of theory: ωB97M-V with the def2-TZVPD basis set.

```
16
Properties=species:S:1:pos:R:3:forces:R:3
S 0.611 1.721 -2.188 -0.2 0.2 -0.2
C -0.034 0.532 -0.979 1.5 -0.3 1.3
C -0.850 1.223 0.105 0.3 -0.7 0.0
C -1.676 0.542 0.898 -0.2 -0.1 -0.1
S -1.937 -1.224 0.837 -0.4 1.1 -0.5
C -0.339 -1.891 0.861 0.2 -1.5 0.2
C 0.881 -1.417 0.586 -0.3 0.9 -0.3
C 1.209 -0.282 -0.369 -0.4 1.4 1.1
H 0.726 2.747 -1.325 0.1 -0.1 -0.1
H -0.647 -0.188 -1.522 -0.1 0.1 0.0
H -0.669 2.287 0.287 -0.2 -0.3 -0.1
H -2.289 1.028 1.659 0.2 0.0 -0.2
H -0.535 -2.943 1.171 0.9 0.8 0.4
H 1.767 -1.817 1.082 -0.3 -0.7 -0.6
H 2.007 0.383 0.073 -1.2 -0.1 -0.2
H 1.774 -0.702 -1.175 0.1 -0.6 -0.9
```
Positions in Å, forces in eV/Å.

SMILES string: S[C@@H]1C=CSC=CC1
E_HOMO: -8.1 eV
Charge: 0



We obtain LUMO values of -0.118, -0.247, -0.058, 0.849, 0.080, 0.814 eV for the records listed above, in that order.
We obtain electronic energy values of -706.76893, -706.59894, -706.78393, -706.70006, -1104.90330, -1029.72917 hartree for the records listed above, in that order.
We obtain energy above the lowest of the compared OMol25 structures with the same formula, charge and spin values of 48.5, 155.1, 39.1, 91.7, 45.8, 38.8 kcal/mol for the records listed above, in that order.